[1]
Below is a molecular structure, C9H12BF4N3O4Pt in a non-equilibrium geometry, with properties calculated with ωB97M-V with the def2-TZVPD basis set.

Multiplicity: 3
ΔE to the lowest compared entry with this formula, charge and spin, kcal/mol: 7.37
Gap between HOMO and LUMO (spin up / spin down), eV: 8.00 / 8.78
Total charge: 0
<S²>: 2.005

Element x y z (Å)
C: -0.83 -4.42 -0.23
H: 2.55 2.88 0.98
H: -0.81 4.10 0.06
H: -1.79 -2.64 -0.93
H: -0.01 3.49 1.30
C: 2.43 3.20 -0.06
O: -1.80 -6.48 -0.62
C: 1.29 -4.23 0.80
H: 2.35 2.07 -1.83
H: 2.16 -4.68 1.28
Pt: -0.10 1.63 -0.51
F: -3.75 2.23 -0.68
F: -4.08 2.73 1.55
H: 3.38 3.64 -0.38
F: -2.10 1.84 0.85
H: 2.02 -2.21 0.98
N: 2.10 2.00 -0.86
O: -2.95 -4.73 -1.11
H: 2.49 1.14 -0.48
H: 0.26 -6.11 0.48
H: 1.17 4.51 -1.19
O: -0.42 -0.26 -1.16
O: 0.60 -0.02 0.71
F: -2.68 4.02 0.27
B: -3.21 2.71 0.50
C: 1.23 -2.86 0.63
H: 1.53 5.09 0.43
N: 0.04 3.57 0.29
N: -1.96 -5.28 -0.69
C: 0.25 -5.03 0.37
C: 0.12 -0.79 -0.15
C: 0.13 -2.27 0.01
C: -0.93 -3.06 -0.44
C: 1.31 4.20 -0.16

---

[2]
Below is C6H11F2NO2 in the gas phase in a non-equilibrium geometry, with properties calculated with ωB97M-V with the def2-TZVPD basis set.

Multiplicity: 1
ΔE to the lowest compared entry with this formula, charge and spin, kcal/mol: 122.81
Gap between HOMO and LUMO, eV: 10.49
Structure (SMILES): O[C@@H]1[C@@H](O)CNC[C@H]1C(F)F
Total charge: 0

Element x y z (Å)
C: -1.03 2.12 -0.69
H: -2.28 -1.62 0.61
F: 1.28 -1.76 1.26
H: -1.71 2.25 -1.60
H: -0.14 -0.87 1.17
H: 2.56 -1.51 -0.58
H: -1.28 3.13 -0.02
C: -0.71 -0.25 0.33
N: 0.46 2.12 -0.94
H: 0.91 2.98 -0.64
C: 1.30 -1.53 -0.34
C: 1.25 0.99 -0.53
H: 0.12 -0.52 -1.63
H: 2.10 0.83 -1.00
F: 0.62 -2.77 -0.78
H: 0.07 2.17 0.80
O: -1.79 -1.21 -0.10
C: -1.33 1.11 0.48
H: 1.63 0.99 0.43
H: -2.38 1.06 0.74
O: -0.60 1.72 1.60
C: 0.37 -0.28 -0.61

---

[3]
Below is a molecular structure, C18H39F6O2SbSe2SiV in a non-equilibrium geometry, with properties calculated with ωB97M-V with the def2-TZVPD basis set.

Multiplicity: 4
ΔE to the lowest compared entry with this formula, charge and spin, kcal/mol: 0.00
Gap between HOMO and LUMO (spin up / spin down), eV: 6.31 / 6.21
Total charge: -2
<S²>: 3.779

Element x y z (Å)
C: 4.27 -0.23 0.28
H: 4.46 1.79 -1.14
H: -1.99 0.28 -2.00
H: 1.64 2.83 1.21
C: 3.70 2.45 -1.55
C: 2.36 2.37 -0.80
H: 3.56 2.22 -2.61
H: 1.91 4.34 -1.56
H: 4.09 3.48 -1.49
O: -4.80 -0.30 2.93
H: 3.38 -1.39 -2.41
H: 1.18 3.05 -2.51
H: 3.18 -2.60 0.99
H: 4.56 -0.31 -0.77
H: -5.44 -3.91 1.75
C: -4.37 -3.79 1.54
H: 1.52 -0.81 2.22
C: 0.84 0.69 -3.45
H: 4.53 0.77 0.64
H: 3.35 2.38 1.16
C: 2.45 -0.31 1.97
H: 3.24 -0.75 2.59
H: 2.78 -1.06 -4.04
H: 1.06 -2.31 -1.78
F: -2.74 1.73 1.76
H: 1.52 1.50 -3.73
H: -0.36 -1.33 -2.09
H: -2.23 -1.06 1.80
H: -2.31 -2.33 3.03
C: 2.56 2.91 0.63
C: -4.33 -1.55 0.37
C: -3.99 -2.30 1.66
H: -3.81 -4.34 2.32
H: 1.56 -2.33 0.33
H: 0.56 0.16 -4.37
F: -1.90 3.37 3.78
H: 0.58 -1.98 -3.45
Se: -3.02 -1.74 -1.08
F: -1.23 2.25 -0.72
H: 0.49 3.49 -0.96
F: -3.29 4.29 1.50
F: -1.04 5.49 2.31
H: 3.53 0.23 -3.09
V: -0.79 0.84 0.36
Sb: -1.54 3.52 1.86
H: -3.20 0.67 -0.75
C: 2.88 -0.64 -3.03
C: 1.50 -0.28 -2.46
C: -2.36 0.03 -1.00
O: -4.16 -4.37 0.28
H: -3.19 -4.36 0.14
H: -0.06 1.13 -3.03
C: -4.84 -1.70 2.80
Si: 1.53 0.55 -0.65
H: 2.97 -2.35 -0.74
H: -4.36 -0.48 0.58
C: 1.42 3.36 -1.50
H: -5.29 -1.88 -0.01
Se: -1.29 -3.19 0.93
H: -4.54 -2.20 3.74
H: 4.88 -0.95 0.85
H: 2.84 3.97 0.59
C: 2.78 -0.54 0.48
C: -2.52 -2.09 1.99
F: -0.48 0.33 1.95
H: 2.36 0.74 2.22
H: -5.89 -1.94 2.62
H: -3.90 0.05 2.80
C: 0.65 -1.55 -2.44
C: 2.61 -2.04 0.24

---

[4]
Below is a molecular structure, C30H50AlN2O3PS3 in a non-equilibrium geometry, with properties calculated with ωB97M-V with the def2-TZVPD basis set.

Multiplicity: 1
ΔE to the lowest compared entry with this formula, charge and spin, kcal/mol: 0.00
Gap between HOMO and LUMO, eV: 6.81
Total charge: +2

Element x y z (Å)
C: 1.43 0.15 2.69
C: -2.34 -5.11 -1.11
H: 3.04 -2.87 -3.66
H: 4.39 -2.39 4.28
C: 2.96 1.58 4.56
C: -1.56 -2.76 -0.86
H: 2.71 -2.53 5.79
C: 1.98 2.25 3.81
C: 3.04 -1.98 -3.02
C: 0.33 2.34 1.90
H: 1.47 2.21 -2.96
C: -5.70 3.58 0.23
C: 3.76 -2.46 -1.75
H: 5.29 -0.10 -1.02
H: -6.49 2.96 0.64
H: -2.77 5.32 -3.18
H: -4.74 4.96 -4.50
H: 3.87 -0.26 5.06
S: 3.62 -1.48 -0.18
H: -3.40 -4.75 -1.10
C: -0.61 -0.63 1.79
H: -1.38 -2.65 -3.47
H: 1.22 -3.31 5.23
P: -4.23 3.15 -2.07
H: -3.81 -2.91 -0.65
C: -2.84 -2.52 -0.40
C: 4.33 0.15 -0.52
H: 3.71 -3.76 3.16
H: 0.94 3.94 0.41
C: 3.10 0.24 4.45
H: 3.66 2.15 -1.19
C: -5.36 4.05 -4.35
H: 0.14 -5.20 -0.93
H: -0.03 -0.07 -3.92
H: -6.41 4.23 -4.68
H: -1.72 3.10 1.75
C: -1.03 2.66 2.52
H: 1.65 -2.51 3.03
H: -2.55 6.18 -1.63
H: -1.06 -0.37 2.77
C: 3.48 1.04 -1.36
H: 1.26 -1.56 5.70
H: -0.97 3.35 3.34
C: -1.36 -3.99 -1.72
H: 3.59 0.79 -2.45
H: -4.92 3.21 -4.84
N: 0.74 -0.57 1.65
H: 4.82 -2.67 -1.96
Al: 1.20 -1.14 -0.36
C: -1.88 -3.53 -3.11
H: 1.83 3.31 3.87
C: 0.00 -4.55 -1.80
H: -4.96 3.85 1.04
H: -2.07 -5.34 -0.03
H: 0.04 -5.24 -2.68
H: -2.21 -6.08 -1.57
O: -3.62 4.54 -1.48
H: 3.52 -1.15 -3.59
C: -2.72 -1.74 0.74
S: 1.27 -1.60 -2.69
H: -2.96 -3.36 -3.12
C: 1.03 3.61 1.43
S: 1.64 1.01 -0.94
C: 1.81 -2.39 5.14
H: 2.16 3.46 1.45
H: 3.67 2.16 5.15
H: -3.57 -1.45 1.35
C: 1.21 1.54 2.86
H: 1.71 0.07 -4.26
H: 4.51 0.61 0.46
C: 2.35 -2.07 3.74
H: -0.08 1.63 -2.40
O: -5.49 3.76 -2.96
C: 3.69 -2.64 3.46
H: -1.58 1.75 2.88
H: 3.40 -3.41 -1.33
H: 0.84 -3.83 -1.73
O: -5.05 2.77 -0.76
C: 0.94 0.04 -3.46
H: 0.69 4.46 2.06
H: -1.66 4.70 -1.95
C: 0.96 1.29 -2.58
H: 4.15 -2.20 2.62
H: 0.11 1.67 1.06
N: -0.58 -2.06 -0.16
H: -6.09 4.47 -0.22
C: -2.60 5.21 -2.12
C: 2.26 -0.52 3.60
H: -1.78 -4.36 -3.80
C: -1.32 -1.45 0.90

---

[5]
Below is C4H11NO2 in the gas phase in a non-equilibrium geometry, with properties calculated with ωB97M-V with the def2-TZVPD basis set.

Multiplicity: 1
ΔE to the lowest compared entry with this formula, charge and spin, kcal/mol: 41.89
Gap between HOMO and LUMO, eV: 9.46
Structure (SMILES): OCCCNCO
Total charge: 0

Element x y z (Å)
H: -0.99 2.12 1.71
H: 1.22 0.22 -0.08
C: -0.47 0.29 2.00
H: -0.63 -0.36 2.86
H: -2.23 0.27 0.93
O: -0.78 1.60 2.50
O: 1.77 -1.48 -1.91
H: -0.72 -1.47 -0.53
H: 1.49 0.42 -2.78
C: 0.49 0.30 -0.90
H: 2.70 -1.26 -2.00
H: 0.57 0.30 1.69
H: -1.60 -0.07 -1.15
H: 0.16 -0.65 -2.81
H: 0.28 1.35 -1.02
C: 0.99 -0.33 -2.16
C: -0.81 -0.37 -0.45
N: -1.28 -0.06 0.90